<a>
14
Properties=species:S:1:pos:R:3 method="wB97M-V/def2-TZVPD" total_charge=+1 e_lumo_ev=-3.64 orbital_gap_ev=11.93 homo_ev=-15.57
N -1.76 -0.71 -1.04
H -1.31 0.24 -1.28
H -2.61 -0.48 -0.51
H -0.82 -1.20 -0.36
H -1.89 -1.29 -1.92
C 1.27 0.13 0.12
O 0.42 -1.03 0.00
C 0.74 1.13 1.13
H 1.04 0.66 -0.93
H 2.49 0.07 0.11
H 0.75 -1.69 0.63
H -0.25 1.65 0.76
H 1.54 1.95 1.36
H 0.37 0.59 1.95

***

<b>
14
Properties=species:S:1:pos:R:3 method="wB97M-V/def2-TZVPD" total_charge=+1 e_lumo_ev=-3.50 orbital_gap_ev=12.15 homo_ev=-15.65
C -0.86 1.58 0.67
C -1.15 0.10 0.95
N -0.24 -0.76 0.09
H -0.25 1.96 1.49
H -0.49 1.82 -0.32
H -1.79 2.12 0.86
H -0.86 -0.13 1.95
H -2.13 -0.23 0.81
H -0.11 -1.69 0.49
H 0.68 -0.33 0.05
H -0.56 -0.92 -0.87
H 2.38 -0.65 -2.64
H 3.12 -1.62 -1.66
O 2.26 -1.24 -1.88

***

<c>
14
Properties=species:S:1:pos:R:3 method="wB97M-V/def2-TZVPD" total_charge=+1 e_lumo_ev=-3.52 orbital_gap_ev=12.91 homo_ev=-16.44
O 1.46 -2.14 0.46
H 1.62 -2.60 -0.37
H 0.01 -0.81 0.72
H 2.30 -1.86 0.84
C -0.25 1.79 0.26
C -0.50 0.67 -0.73
N -0.71 -0.62 0.01
H -0.43 2.73 -0.24
H 0.78 1.78 0.62
H -0.82 1.76 1.19
H 0.30 0.60 -1.46
H -1.44 0.81 -1.25
H -0.76 -1.43 -0.60
H -1.57 -0.66 0.56

***

<d>
14
Properties=species:S:1:pos:R:3 method="wB97M-V/def2-TZVPD" total_charge=+1 e_lumo_ev=-3.41 orbital_gap_ev=13.28 homo_ev=-16.69
C 1.24 0.53 1.75
C 0.08 -0.06 0.92
N 0.22 0.26 -0.56
H 0.88 0.66 2.76
H 2.08 -0.14 1.76
H 1.43 1.53 1.38
H 0.09 -1.15 0.97
H -0.90 0.31 1.23
H 0.43 1.23 -0.78
H -0.66 -0.07 -1.03
H 0.90 -0.35 -1.01
H -1.47 -1.09 -3.08
H -2.64 -0.75 -2.15
O -1.68 -0.92 -2.16

***

Which one is the least stable? From the structures above, <a>.